The following is a quantum chemistry calculation of a cluster of 3 separate species, C23H42Br2N3O4 in total in a non-equilibrium geometry, from the Open Molecules 2025 dataset.

Last column: Löwdin spin population.
Geometry (Å):
C1 3.46 -2.70 2.59  0.00
C2 3.32 -1.31 2.05  0.00
Br1 4.77 -0.77 0.90  0.00
C3 2.27 -0.54 2.33  0.00
Br2 2.25 1.38 1.58  0.00
N1 1.21 -0.86 3.04  0.00
C4 0.25 -1.64 2.32  0.00
C5 -1.16 -1.51 2.86  0.00
O1 -1.57 -0.72 3.64  0.00
O2 -2.01 -2.44 2.34  0.00
H1 4.46 -3.09 2.42  0.00
H2 3.26 -2.69 3.66  0.00
H3 2.75 -3.40 2.13  0.00
H4 0.47 -2.72 2.36  0.00
H5 0.22 -1.35 1.26  0.00
H6 -1.53 -2.94 1.67  0.00
C6 -2.57 6.66 1.52  0.00
C7 -2.30 5.54 0.50  0.03
C8 -3.62 4.95 0.00  0.02
C9 -4.32 4.06 1.02  0.00
C10 -3.38 2.99 1.56  0.02
C11 -2.07 3.55 2.11  0.03
N2 -1.45 4.46 1.08  0.37
O3 -0.83 3.80 0.17  0.53
C12 -2.31 4.29 3.43  0.00
C13 -1.10 2.42 2.42  0.00
C14 -1.54 6.16 -0.67  0.00
H7 -1.73 6.77 2.20  0.00
H8 -2.69 7.61 1.00  0.00
H9 -3.47 6.51 2.10  0.00
H10 -3.42 4.35 -0.90  0.00
H11 -4.27 5.77 -0.31  0.00
H12 -4.72 4.67 1.84  0.00
H13 -5.19 3.59 0.56  0.00
H14 -3.86 2.42 2.35  0.00
H15 -3.15 2.28 0.76  0.00
H16 -1.41 4.80 3.76  0.00
H17 -2.57 3.56 4.20  0.00
H18 -3.12 5.01 3.40  0.00
H19 -0.93 1.76 1.57  0.00
H20 -1.52 1.81 3.22  0.00
H21 -0.13 2.79 2.75  0.00
H22 -0.58 6.55 -0.34  0.00
H23 -2.13 6.99 -1.06  0.00
H24 -1.37 5.45 -1.47  0.00
C15 0.02 -3.09 -3.83  0.00
C16 0.64 -2.83 -2.45  0.03
C17 1.77 -1.79 -2.55  0.02
C18 3.03 -2.33 -3.22  0.00
C19 3.51 -3.61 -2.52  0.02
C20 2.42 -4.68 -2.43  0.03
N3 1.18 -4.09 -1.85  0.37
O4 1.23 -4.03 -0.56  0.53
C21 2.16 -5.30 -3.82  0.00
C22 2.89 -5.82 -1.53  0.00
C23 -0.46 -2.30 -1.54  0.00
H25 -0.42 -4.09 -3.88  0.00
H26 -0.78 -2.37 -4.01  0.00
H27 0.72 -2.98 -4.65  0.00
H28 2.02 -1.43 -1.55  0.00
H29 1.38 -0.93 -3.11  0.00
H30 2.88 -2.50 -4.29  0.00
H31 3.82 -1.57 -3.14  0.00
H32 4.37 -4.03 -3.04  0.00
H33 3.83 -3.34 -1.51  0.00
H34 1.30 -5.97 -3.78  0.00
H35 3.03 -5.88 -4.11  0.00
H36 1.99 -4.56 -4.60  0.00
H37 3.19 -5.46 -0.55  0.00
H38 3.75 -6.30 -1.99  0.00
H39 2.10 -6.56 -1.40  0.00
H40 -1.25 -3.04 -1.41  0.00
H41 -0.89 -1.41 -2.00  0.00
H42 -0.08 -2.02 -0.56  0.00

Calculated values
- Max |F|: 1.187 eV/A
- E_LUMO (spin up / spin down): 2.5 / 2.4 eV
- Charge: -1
- HOMO level (spin up / spin down): -3.74 / -3.74 eV
- Kohn-Sham gap (spin up / spin down): 6.23 / 6.19 eV
- 2S+1: 3